1.
# C6H5F5N2

The molecule C6H5F5N2 in a non-equilibrium geometry (wB97M-V/def2-TZVPD, OMol25).

Each line ends with the Löwdin charge.
Atoms and positions in Å:
C  0.32474  -1.87004  0.63108  -0.011
C  1.56604  -1.49007  0.20793  -0.143
C  -1.00540  -1.24233  0.55302  -0.323
C  -1.18271  -0.14679  -0.14103  0.046
C  1.60160  0.90871  -0.05001  -0.358
C  -2.46945  0.57530  -0.32221  -0.666
N  1.80661  -0.33643  -0.56412  0.080
N  1.44082  2.08500  -0.56801  0.282
F  -1.97766  -1.91849  1.28106  -0.004
F  1.49524  0.95995  1.28219  0.158
F  -3.58643  0.00718  0.01575  0.149
F  -2.29367  1.71259  0.49510  0.029
F  -2.80882  1.00662  -1.54865  0.091
H  0.24388  -2.64213  1.25662  0.065
H  2.55777  -1.95933  0.53826  0.134
H  1.53100  -0.57233  -1.57209  0.201
H  1.53746  2.84821  0.03534  0.132
H  1.21898  2.07435  -1.53021  0.136

Properties
- Max |F|: 4.2 eV Å⁻¹
- Net charge: 0
- Kohn-Sham gap: 7.56 eV
- E: -840.319487 Eh

2.
# C6H6O

The molecule C6H6O in a non-equilibrium geometry (wB97M-V/def2-TZVPD, OMol25).

Each line ends with the Löwdin charge.
Atoms and positions in Å:
C  -1.13653  0.99911  0.12803  -0.184
C  -0.26494  1.94409  0.06353  0.193
C  -0.91437  -0.47486  0.20060  -0.354
C  1.40125  -0.06112  0.27858  -0.127
C  -1.93200  -1.28814  -0.12330  0.087
C  2.65973  -0.20275  -0.13958  -0.007
O  0.36363  -0.91037  0.31021  -0.004
H  -2.16484  0.97283  -0.01213  0.070
H  0.38745  2.83162  -0.03652  0.066
H  -1.87182  -2.37976  -0.14977  0.076
H  -2.91115  -0.82569  -0.23009  0.065
H  3.06899  -1.25654  -0.06280  0.080
H  3.31460  0.65157  -0.22678  0.040

Properties
- Max |F|: 3.0 eV Å⁻¹
- Net charge: 0
- Kohn-Sham gap (spin up / spin down): 8.57 / 8.79 eV
- E: -307.217892 Eh

3.
# C4H7O2S

A cluster of 2 separate species, C4H7O2S in total in a non-equilibrium geometry (wB97M-V/def2-TZVPD, OMol25).

Each line ends with the Löwdin charge.
Atoms and positions in Å:
O  -0.58423  -2.34411  -0.23778  -0.102
C  -0.21253  -1.95881  0.90912  -0.783
O  -0.47546  -2.30120  2.04353  -0.042
C  0.80236  -0.78822  0.77072  -0.117
C  0.43043  0.60036  0.04017  -0.248
C  -0.80210  0.59190  -0.81847  -0.112
S  -0.50090  3.61146  -1.50379  0.036
H  1.16739  -0.58394  1.77846  0.079
H  1.69733  -1.14273  0.21422  0.095
H  1.28033  0.99408  -0.52920  0.090
H  0.36495  1.35541  0.77231  0.065
H  -0.81468  1.58454  -1.32387  -0.121
H  -1.69344  0.32892  -0.37100  0.068
H  -0.65945  0.05234  -1.74443  0.091

Properties
- Max |F|: 3.5 eV Å⁻¹
- Net charge: -1
- Kohn-Sham gap: 3.89 eV
- E: -705.196178 Eh

4.
# C3H8NO2

A cluster of 2 separate species, C3H8NO2 in total in a non-equilibrium geometry (wB97M-V/def2-TZVPD, OMol25).

Each line ends with the Löwdin charge.
Atoms and positions in Å:
C  0.43739  -1.73099  0.05004  -0.074
C  -1.66315  1.10225  0.07039  -0.151
C  -0.44535  -0.80859  -0.41754  -0.252
N  1.61044  1.19510  -0.18255  -0.257
O  2.48931  0.11793  0.15661  -0.382
O  -1.36317  -0.21703  0.43443  -0.174
H  1.90604  -0.69869  0.19878  -0.037
H  0.44490  -1.99139  1.09681  0.056
H  0.98007  -2.37526  -0.62164  0.045
H  -2.32901  1.12456  -0.80751  0.076
H  -0.73157  1.63641  -0.16548  0.053
H  -2.17455  1.56687  0.91698  0.075
H  -0.53235  -0.54881  -1.46248  0.103
H  1.37099  1.62764  0.73315  -0.082

Properties
- Max |F|: 1.6 eV Å⁻¹
- Net charge: -1
- Kohn-Sham gap: 5.36 eV
- E: -324.190431 Eh

5.
# C13H30FN4O3S

A cluster of 4 separate species, C13H30FN4O3S in total (wB97M-V/def2-TZVPD, OMol25).

Each line ends with the Löwdin charge.
Atoms and positions in Å:
C  -0.68163  -0.87535  1.62468  0.064
C  -0.41705  -2.17113  1.46612  -0.318
S  1.17511  -2.82373  1.83374  1.155
N  1.43390  -2.34966  3.41073  -0.177
C  2.30184  -1.88674  0.66770  -0.476
C  3.19576  -0.84896  1.32252  -0.025
F  1.53331  -1.34725  -0.32726  -0.030
H  -0.03736  -0.17394  2.13900  0.054
H  -1.61707  -0.48689  1.24782  0.094
H  -1.13931  -2.89858  1.13541  0.086
H  2.38753  -2.55320  3.69373  0.080
H  1.24235  -1.36070  3.54879  0.060
H  2.90814  -2.66987  0.21889  0.121
H  3.15384  0.04725  0.71216  0.106
H  2.91244  -0.57437  2.33062  0.061
H  4.21971  -1.20351  1.30809  0.093
C  -1.40613  3.00193  3.00639  -0.003
C  0.00865  2.51239  3.16089  -0.545
O  0.63774  2.04492  2.21206  -0.013
N  0.58085  2.59334  4.38745  0.007
C  -0.00121  3.10994  5.61561  -0.065
H  -1.71994  2.86508  1.97150  0.044
H  -2.07575  2.43187  3.65319  0.093
H  -1.47606  4.05985  3.26244  0.095
H  1.53081  2.25907  4.41683  0.133
H  0.58736  3.95149  5.98142  0.088
H  -0.00894  2.33393  6.38196  0.084
H  -1.01812  3.44322  5.44590  0.074
C  -4.92030  2.36032  -0.96880  -0.002
C  -3.46170  2.10147  -0.68779  -0.535
O  -2.94229  2.40974  0.37782  0.011
N  -2.72703  1.51534  -1.66600  0.009
C  -3.16355  1.08615  -2.98446  -0.068
H  -5.36096  2.83204  -0.09684  0.085
H  -5.03565  3.02620  -1.82408  0.090
H  -5.44719  1.42673  -1.16790  0.087
H  -1.75848  1.38726  -1.41903  0.135
H  -2.99313  0.01540  -3.10625  0.081
H  -2.60201  1.61613  -3.75438  0.087
H  -4.21918  1.28698  -3.12455  0.074
C  3.17169  -3.36783  -5.55031  -0.010
C  1.75263  -2.85220  -5.60182  -0.551
O  1.04875  -2.98332  -6.58267  0.050
N  1.27242  -2.22060  -4.48861  0.003
C  1.94643  -1.96927  -3.23160  -0.094
H  3.39894  -3.83831  -6.50084  0.085
H  3.87516  -2.55050  -5.38619  0.084
H  3.28701  -4.10725  -4.75648  0.082
H  0.32324  -1.90049  -4.59235  0.135
H  1.39668  -2.44773  -2.42255  0.063
H  1.98934  -0.89504  -3.04003  0.084
H  2.95840  -2.36161  -3.25267  0.073

Properties
- Max |F|: 0.8 eV Å⁻¹
- Net charge: +1
- Kohn-Sham gap: 7.52 eV
- E: -1455.857467 Eh

6.
# C22H34N11SZr

A structure of composition C22H34N11SZr in a non-equilibrium geometry (wB97M-V/def2-TZVPD, OMol25).

Each line ends with the Löwdin charge.
Atoms and positions in Å:
Zr  -0.36614  -0.18174  0.03630  1.398
C  2.71603  -3.48405  0.16735  -0.039
C  2.04522  -2.20373  -0.24445  -0.321
N  0.78303  -1.95118  0.18792  -0.249
N  0.28713  -2.72486  1.26621  -0.029
C  0.06537  -2.03082  2.32677  -0.906
N  -0.56274  -2.66180  3.39946  0.039
S  0.48409  -0.31881  2.55077  0.462
C  2.67151  -1.29007  -1.04641  -0.205
C  3.99267  -1.43666  -1.61664  -0.080
C  4.70071  -0.38030  -2.06120  -0.135
C  4.10564  0.94634  -2.00902  -0.113
C  2.79904  1.05238  -1.70847  -0.155
N  2.01380  -0.02346  -1.33834  -0.130
H  2.51068  -3.67412  1.21973  0.066
H  2.32387  -4.34372  -0.38496  0.080
H  3.79293  -3.43698  0.02700  0.057
H  -1.10953  -3.44754  3.07093  0.074
H  -1.13353  -2.01740  3.92708  0.049
H  4.42199  -2.42885  -1.68695  0.095
H  5.68985  -0.51590  -2.48024  0.079
H  4.66716  1.83448  -2.26720  0.078
H  2.24464  1.98354  -1.77757  0.100
C  0.90099  5.35544  -0.34241  -0.063
N  1.01062  4.31631  0.67739  -0.169
C  2.38990  4.02856  1.03893  -0.067
C  0.18909  3.20130  0.52067  -0.423
N  0.56918  1.99065  0.50972  0.055
N  -1.15762  3.53608  0.47096  0.134
C  -2.18757  2.69778  0.05062  -0.517
N  -3.43635  3.15531  0.45994  0.133
N  -1.95414  1.67348  -0.65704  0.079
H  1.40765  6.25123  0.01506  0.083
H  -0.13802  5.60634  -0.53984  0.077
H  1.36456  5.04674  -1.28744  0.094
H  2.87294  4.96608  1.31072  0.086
H  2.95925  3.56819  0.22094  0.086
H  2.41758  3.36240  1.89982  0.099
H  1.57736  1.87495  0.48851  0.045
H  -1.40885  4.42647  0.86230  0.137
H  -3.44248  3.51892  1.40325  0.091
H  -4.14349  2.43830  0.36525  0.097
H  -2.76349  1.07258  -0.79948  0.052
N  -2.17883  -0.98251  -0.00094  -0.225
C  -3.01230  -1.16761  1.04453  -0.484
C  -3.75532  -2.37450  1.21118  -0.078
C  -4.56473  -2.60936  2.30315  -0.146
C  -4.72373  -1.65690  3.31429  -0.164
C  -4.03946  -0.45515  3.17487  -0.152
C  -3.22688  -0.20933  2.07775  -0.116
H  -3.63315  -3.13250  0.44570  0.090
H  -5.08428  -3.56000  2.37763  0.084
H  -5.35343  -1.85085  4.17322  0.072
H  -4.12298  0.30876  3.94265  0.084
H  -2.67668  0.72822  2.04724  0.062
C  1.34386  -1.28059  -3.81011  -0.040
C  0.40989  -0.22990  -3.21381  -0.629
C  -1.02980  -0.72313  -3.31542  -0.073
C  0.53988  1.07779  -4.00854  -0.063
N  0.66571  0.01257  -1.78337  -0.192
H  1.09152  -1.43443  -4.86402  0.079
H  1.24119  -2.23152  -3.28556  0.087
H  2.38926  -0.97265  -3.75505  0.069
H  -1.28348  -0.93088  -4.35933  0.077
H  -1.73274  0.02516  -2.94168  0.057
H  -1.17949  -1.62774  -2.72425  0.071
H  0.20850  0.94260  -5.04344  0.072
H  1.57517  1.42377  -4.03124  0.062
H  -0.07662  1.85023  -3.54256  0.071

Properties
- Max |F|: 1.1 eV Å⁻¹
- Net charge: -1
- Kohn-Sham gap: 4.75 eV
- E: -1906.375379 Eh

What did the fourth record say?
# C3H8NO2

A cluster of 2 separate species, C3H8NO2 in total in a non-equilibrium geometry (wB97M-V/def2-TZVPD, OMol25).

Each line ends with the Löwdin charge.
Atoms and positions in Å:
C  0.43739  -1.73099  0.05004  -0.074
C  -1.66315  1.10225  0.07039  -0.151
C  -0.44535  -0.80859  -0.41754  -0.252
N  1.61044  1.19510  -0.18255  -0.257
O  2.48931  0.11793  0.15661  -0.382
O  -1.36317  -0.21703  0.43443  -0.174
H  1.90604  -0.69869  0.19878  -0.037
H  0.44490  -1.99139  1.09681  0.056
H  0.98007  -2.37526  -0.62164  0.045
H  -2.32901  1.12456  -0.80751  0.076
H  -0.73157  1.63641  -0.16548  0.053
H  -2.17455  1.56687  0.91698  0.075
H  -0.53235  -0.54881  -1.46248  0.103
H  1.37099  1.62764  0.73315  -0.082

Properties
- Max |F|: 1.6 eV Å⁻¹
- Net charge: -1
- Kohn-Sham gap: 5.36 eV
- E: -324.190431 Eh

What is the E in the fifth record? -1455.857467 Eh

Look up the net charge of the sixth one. -1